{
  "formula": "C5H11BeO4",
  "method": "ωB97M-V/def2-TZVPD",
  "energy_ha": -512.75808,
  "e_above_lowest_kcal_mol": 26.8,
  "s2": 0.756,
  "largest_force_ev_per_a": 5.49,
  "multiplicity": 2,
  "e_lumo_ev": [0.49, -3.54],
  "species": ["C", "O", "H", "H", "H", "O", "C", "C", "O", "C", "C", "O", "Be", "H", "H", "H", "H", "H", "H", "H", "H"],
  "positions_angstrom": [[4.5490, -3.2275, -3.3084], [5.0670, -3.5126, -2.0342], [5.1688, -3.7607, -4.0412], [3.5052, -3.5625, -3.4131], [4.6016, -2.1446, -3.5233], [0.7322, -1.1224, -2.4521], [0.8147, 0.1199, -2.8136], [2.0248, 0.2014, -3.5562], [2.8847, -0.4673, -2.8500], [4.5520, -2.7154, -0.9653], [3.1323, -3.0694, -0.5380], [2.1372, -2.6190, -1.3825], [2.1185, -1.5521, -2.2469], [1.1218, 0.8527, -2.0453], [0.0706, 0.4941, -3.5363], [2.1730, 1.2904, -3.6436], [1.6195, -0.2807, -4.4632], [5.2304, -2.8896, -0.1161], [4.6630, -1.6532, -1.2562], [3.0095, -2.6628, 0.4890], [3.0877, -4.1737, -0.4298]]
}